The following is a quantum chemistry calculation of a single C25H43NO3 molecule, from OMol25.

```
72
Properties=species:S:1:pos:R:3:forces:R:3:nbo_charge:R:1
C -3.32698 -1.77116 2.98932 0.120 -0.125 0.161 -0.6133
C -2.07901 -1.89493 3.85633 0.073 0.129 -0.189 -0.3832
C -1.21818 -0.63139 3.83265 -0.232 -0.057 0.213 -0.4158
C -1.90460 0.56644 4.48640 0.303 0.011 -0.005 -0.4028
C -0.96372 1.75206 4.70738 -0.031 -0.063 -0.127 -0.3705
C -0.31866 2.30457 3.43489 -0.313 0.056 0.139 -0.4061
C -1.33528 2.81479 2.41710 0.313 0.159 0.019 -0.3971
C -0.70052 3.56495 1.24385 -0.220 -0.199 -0.106 -0.3889
C 0.16813 2.67052 0.34721 0.149 0.293 0.144 -0.4216
C 1.66452 2.79522 0.63844 -0.029 -0.342 -0.076 -0.3923
C 2.49042 1.67138 0.01229 -0.052 0.366 -0.130 -0.3731
C 2.42163 1.63954 -1.51288 0.227 -0.336 0.273 -0.4140
C 3.37350 0.59430 -2.09245 -0.083 0.225 -0.224 -0.3976
C 3.26169 0.44770 -3.60942 -0.020 -0.073 0.151 -0.3799
C 1.93641 -0.17246 -4.07854 0.225 0.100 -0.016 -0.4277
C 1.76852 -1.57488 -3.57309 -0.055 -0.079 -0.146 0.0075
C 2.26962 -2.65737 -4.28182 0.005 0.088 -0.020 -0.2387
C 2.10582 -3.94535 -3.80007 -0.007 -0.030 0.048 -0.1885
C 1.44652 -4.16826 -2.60782 -0.143 0.025 0.208 -0.2633
C 0.94951 -3.08759 -1.88371 0.185 -0.120 -0.166 0.2776
O 0.27965 -3.40008 -0.72041 -0.036 -0.113 -0.251 -0.5033
C 0.01759 -2.36754 0.19594 0.110 0.234 0.317 -0.1658
C -1.09250 -1.39985 -0.20623 0.027 -0.603 -0.213 0.6717
O -1.26518 -0.35308 0.39088 0.063 0.324 0.248 -0.6695
N -1.87550 -1.81727 -1.21591 -0.087 -0.241 -0.140 -0.6105
C -2.85850 -0.94093 -1.80806 0.148 0.402 -0.153 -0.2562
C -2.23381 -0.03683 -2.88160 -0.475 -0.233 -0.024 -0.0642
O -1.13262 0.68476 -2.39883 0.297 0.305 0.286 -0.7309
C 1.11348 -1.79809 -2.36736 -0.101 -0.105 0.257 -0.2766
H -4.02240 -1.05147 3.41290 -0.129 0.087 -0.021 0.2026
H -3.05528 -1.43889 1.99022 -0.028 0.067 -0.156 0.2064
H -3.83629 -2.72968 2.91090 -0.117 -0.047 -0.029 0.2045
H -2.37069 -2.12176 4.88504 0.062 -0.076 0.040 0.1921
H -1.47812 -2.73422 3.49458 -0.001 -0.063 0.072 0.1884
H -0.97939 -0.39452 2.79542 0.121 0.001 -0.052 0.2215
H -0.28237 -0.83358 4.36079 0.101 0.038 -0.011 0.1934
H -2.30053 0.26101 5.45948 -0.106 -0.012 -0.007 0.1965
H -2.74760 0.88530 3.87385 -0.142 0.001 0.013 0.1971
H -1.52555 2.55350 5.19553 0.055 0.047 0.057 0.1941
H -0.16792 1.44630 5.39253 -0.022 0.016 0.085 0.1939
H 0.34042 3.12915 3.72179 0.099 -0.022 -0.063 0.1977
H 0.29488 1.52920 2.97777 0.176 -0.037 -0.060 0.1985
H -2.03591 3.48513 2.92332 -0.090 -0.038 0.041 0.1947
H -1.90144 1.97141 2.01993 -0.146 -0.047 -0.022 0.2035
H -0.10312 4.39823 1.62155 -0.002 0.108 0.005 0.1919
H -1.50981 3.99401 0.64740 0.025 0.087 0.016 0.1993
H -0.13882 1.63266 0.48394 -0.009 -0.094 -0.066 0.2202
H -0.00153 2.93556 -0.69820 -0.030 -0.078 -0.084 0.1980
H 2.02557 3.75839 0.26822 0.033 0.083 0.061 0.1918
H 1.82655 2.77789 1.71709 -0.005 0.098 0.064 0.2012
H 2.13993 0.71371 0.40653 0.018 -0.109 0.055 0.1870
H 3.53374 1.78931 0.31860 0.041 -0.090 0.017 0.1959
H 1.40028 1.41945 -1.82119 -0.121 0.062 -0.083 0.2065
H 2.68448 2.62387 -1.90808 -0.054 0.092 -0.071 0.1940
H 4.40032 0.87706 -1.84499 0.012 -0.052 0.068 0.2016
H 3.18282 -0.37415 -1.62468 0.080 -0.023 0.088 0.2000
H 4.08264 -0.18140 -3.96313 0.026 0.043 -0.087 0.2006
H 3.36962 1.43077 -4.07325 0.068 0.027 -0.057 0.2006
H 1.10211 0.43985 -3.73616 -0.068 0.016 -0.064 0.2276
H 1.93023 -0.17824 -5.17090 -0.085 0.012 0.009 0.2112
H 2.78229 -2.49285 -5.21815 0.045 0.037 -0.116 0.2098
H 2.49361 -4.78435 -4.35861 0.027 -0.077 -0.041 0.2143
H 1.30422 -5.16420 -2.21928 -0.007 -0.122 0.052 0.2226
H 0.91963 -1.78124 0.41472 -0.138 -0.015 -0.063 0.2083
H -0.29479 -2.86514 1.12014 0.021 0.135 -0.086 0.2262
H -1.61052 -2.65312 -1.71467 0.066 0.033 0.122 0.4143
H -3.25828 -0.31830 -1.00118 -0.085 -0.106 -0.139 0.2201
H -3.66407 -1.53609 -2.24017 -0.017 0.052 0.046 0.2113
H -1.85377 -0.63768 -3.71352 -0.103 0.014 0.024 0.1781
H -3.01035 0.64275 -3.26341 0.043 -0.144 -0.033 0.1658
H -1.34304 1.03535 -1.52123 0.082 -0.045 -0.049 0.4879
H 0.71624 -0.94816 -1.83593 -0.056 0.144 0.045 0.2241
```
Positions in Å, forces in eV/Å.

Results
**Structure (SMILES)**: CCCCCCCCCCCCCCCc1cccc(OCC(=O)NCCO)c1
**E_HOMO**: -0.3197 Eh
**Molar mass**: 405.6 Da
**Orbital gap**: 9.44 eV

---

The following is a quantum chemistry calculation of a molecular structure, C2CrF6NO2S2, from OMol25.

```
14
Properties=species:S:1:pos:R:3:forces:R:3:mulliken_spin:R:1
Cr -0.02545 -2.60041 0.08952 0.164 -0.344 0.079 4.0207
N -0.13771 0.49200 0.82244 0.292 -1.344 -0.197 0.0082
S -0.84151 0.17606 -0.62769 0.251 1.419 -0.329 -0.0129
O -0.98094 -1.33311 -0.94023 0.189 -0.299 0.486 -0.0096
C -2.58236 0.54612 -0.03145 -0.272 0.349 0.223 0.0033
F -2.56415 1.62928 0.71589 0.049 -0.060 -0.091 0.0016
F -3.05208 -0.47658 0.65787 0.099 -0.193 0.096 0.0002
F -3.33137 0.74627 -1.09922 0.084 -0.112 -0.133 -0.0002
S 1.31583 -0.09303 1.17581 -0.356 0.789 0.213 -0.0068
O 1.39333 -1.61540 0.87019 -0.395 -0.215 -0.118 -0.0083
C 2.49228 0.51646 -0.18027 0.316 0.164 -0.190 0.0016
F 2.69260 -0.40919 -1.10453 -0.169 -0.130 -0.100 -0.0001
F 1.97503 1.59740 -0.73543 -0.134 0.100 -0.075 0.0021
F 3.64649 0.82413 0.38710 -0.118 -0.125 0.137 0.0003
```
Positions in Å, forces in eV/Å.

Results
**2S+1**: 5
**E_HOMO (alpha / beta)**: -0.5190 / -0.5219 Eh
**Molar mass**: 300.1 Da
**Net charge**: +1
**Orbital gap (alpha / beta)**: 8.20 / 8.53 eV

---

The following is a quantum chemistry calculation of 2 unconnected molecules or ions with the total composition C6H14O, from OMol25.

```
21
Properties=species:S:1:pos:R:3:forces:R:3:nbo_charge:R:1
C 3.66522 1.59631 -0.56158 -0.065 0.111 -0.055 -0.6421
C 2.80797 0.37448 -0.40413 -0.462 -0.194 0.005 -0.1931
C 1.51162 0.30588 -0.72606 0.434 0.236 0.102 -0.1920
C 0.65437 -0.91595 -0.56861 0.071 -0.108 0.056 -0.6415
H 3.07237 2.42694 -0.98015 0.290 -0.271 0.168 0.2120
H 4.50872 1.38865 -1.24127 -0.219 0.148 0.294 0.2167
H 4.06970 1.91016 0.41541 -0.033 -0.049 -0.384 0.2175
H 3.29031 -0.52256 0.00607 -0.127 0.264 -0.131 0.1883
H 1.02928 1.20293 -1.13626 0.137 -0.283 0.114 0.1908
H -0.18913 -0.70829 0.11108 0.203 -0.155 -0.294 0.2158
H 0.24989 -1.22979 -1.54560 0.037 0.063 0.393 0.2177
H 1.24721 -1.74657 -0.15004 -0.283 0.263 -0.162 0.2095
C 1.67892 -0.30474 4.20768 -0.156 -0.138 0.096 -0.6369
C 2.37990 1.03453 4.06406 0.161 0.319 0.236 -0.0611
O 1.64365 1.95628 3.25850 0.065 -0.542 -0.640 -0.7230
H 0.67109 -0.16245 4.63270 0.375 -0.083 -0.179 0.2136
H 2.25291 -0.96698 4.87745 -0.210 0.184 -0.268 0.2126
H 1.58030 -0.79736 3.22574 0.026 0.108 0.322 0.2001
H 2.47497 1.52896 5.04993 -0.001 -0.263 -0.476 0.1761
H 3.40016 0.89475 3.65787 -0.318 0.056 0.144 0.1533
H 1.54820 1.55982 2.36737 0.076 0.334 0.661 0.4655
```
Positions in Å, forces in eV/Å.

Results
**Structure (SMILES)**: C/C=C/C.CCO
**E_HOMO**: -0.3445 Eh
**Molar mass**: 102.2 Da
**Orbital gap**: 10.37 eV

---

The following is a quantum chemistry calculation of a molecular structure, C39H43Cl2CrN9O5S2Si, from OMol25.

```
102
Properties=species:S:1:pos:R:3:forces:R:3:mulliken_spin:R:1
Cr -0.03128 -0.24627 -1.60327 0.084 -0.377 -0.404 3.0691
Cl -3.29341 -6.15875 -0.76292 0.013 0.084 -0.003 0.0000
C -2.01929 -5.00511 -1.03383 0.350 -0.253 0.271 -0.0002
C -2.33094 -3.74900 -1.54664 -0.137 0.060 -0.217 -0.0023
C -1.31688 -2.83426 -1.77767 0.124 0.025 0.034 0.0045
N -1.46543 -1.50458 -2.23160 0.520 -0.028 0.588 -0.0580
C -2.14225 -1.18195 -3.33934 0.680 0.341 -0.212 0.0183
O -3.16301 -1.64698 -3.79247 -0.956 -0.640 -0.132 0.0156
C -1.37892 -0.18975 -4.19096 0.538 0.186 0.124 0.0209
C -1.88513 0.25158 -5.39384 -0.681 -0.371 0.551 -0.0047
C -1.08411 1.01568 -6.19128 0.501 0.868 -0.632 0.0050
C 0.20826 1.30987 -5.78803 0.199 0.025 -0.165 -0.0003
C 0.63979 0.86075 -4.55876 0.605 0.233 0.219 0.0287
N -0.14233 0.13956 -3.78048 -0.714 -0.583 0.945 -0.0483
C 0.03488 -3.17162 -1.53090 -0.233 0.777 -0.176 0.0086
C 0.32575 -4.41048 -0.98026 -0.680 0.155 -0.104 -0.0208
C -0.70108 -5.31557 -0.71207 0.286 0.067 -0.023 0.0030
Cl -0.21583 -6.81928 0.07119 -0.434 0.401 -0.327 0.0000
N 0.94066 -2.09177 -1.73864 0.439 -0.032 0.211 -0.0787
C 2.26625 -2.37516 -1.85147 -0.032 -0.298 -0.582 0.0274
O 2.74546 -3.46316 -2.18531 -0.239 0.186 0.280 0.0091
C 3.26520 -1.26697 -1.60351 0.048 0.325 0.301 0.0004
C 4.44298 -1.21048 -2.35769 -0.291 -0.004 0.007 0.0009
C 5.36311 -0.23007 -2.02345 0.379 -0.165 -0.068 -0.0002
C 5.09512 0.64806 -0.98703 -0.154 -0.123 -0.146 0.0012
C 3.90243 0.50069 -0.29729 0.326 0.570 -0.296 0.0027
N 3.01588 -0.43281 -0.58778 -0.261 -0.600 -0.365 0.0137
H -3.36463 -3.50552 -1.78009 0.241 0.017 0.064 0.0009
H -2.91122 -0.00712 -5.61466 0.039 -0.025 -0.181 0.0001
H -1.44878 1.45744 -7.11038 -0.077 -0.186 -0.067 0.0002
H 0.87151 1.91188 -6.39020 -0.019 0.036 -0.093 -0.0003
H 1.61652 1.11067 -4.13221 -0.292 -0.043 -0.302 0.0014
H 1.32486 -4.66609 -0.72823 0.603 -0.178 0.089 -0.0007
H 4.59100 -1.91077 -3.18129 0.001 0.166 0.359 -0.0003
H 6.32519 -0.14810 -2.52271 -0.225 -0.063 -0.206 -0.0001
H 5.78523 1.44872 -0.77462 0.018 0.077 0.229 0.0003
H 3.63103 1.23510 0.45336 -0.069 -0.163 0.166 0.0001
C -1.81473 3.29414 2.48337 0.181 0.654 -0.412 0.0002
C -0.47940 2.56550 2.65663 -0.276 0.059 -0.401 0.0018
C 0.23898 3.09417 3.88587 0.158 -0.541 0.217 -0.0003
C 0.33776 2.70473 1.37855 0.406 0.499 -0.524 0.0014
O -0.79142 1.18378 2.85683 0.013 -0.343 -0.062 0.0182
Si -0.01794 -0.23179 2.50357 -0.177 0.264 1.161 0.0111
S -0.31458 -1.09173 0.65732 -0.121 0.269 -0.722 -0.1043
O -0.63433 -1.35105 3.55428 0.091 0.118 -0.227 -0.0004
C -1.89698 -1.96698 3.80138 0.285 -0.283 0.363 0.0007
C -1.67496 -3.49011 3.80350 -0.222 -0.029 -0.519 -0.0007
C -2.96272 -1.58547 2.78597 -0.466 0.062 -0.376 -0.0040
C -2.30466 -1.49099 5.19652 -0.305 0.108 0.110 -0.0014
O 1.54805 -0.03063 2.96613 0.161 -0.025 -0.230 0.0020
C 2.54963 -0.99425 3.33081 0.064 -0.420 0.348 0.0004
C 3.92078 -0.31353 3.19974 0.072 -0.163 0.356 0.0005
C 2.52301 -2.22354 2.42087 -0.537 -0.314 0.032 -0.0070
C 2.28800 -1.41012 4.79752 0.383 -0.067 -0.068 -0.0004
H -1.63312 4.38719 2.36478 -0.131 -0.657 0.202 0.0001
H -2.49095 3.11787 3.31996 0.109 0.009 0.109 0.0000
H -2.31243 2.96391 1.56824 0.019 -0.121 0.033 -0.0002
H 0.44411 4.14955 3.81005 -0.010 0.480 -0.166 0.0000
H 1.19616 2.58171 3.99302 -0.034 -0.098 0.120 -0.0001
H -0.37140 2.92498 4.78215 0.139 -0.049 -0.167 0.0001
H 0.63818 3.74592 1.14127 -0.362 -0.357 0.298 0.0007
H -0.23732 2.33079 0.52198 0.020 0.057 0.203 0.0144
H 1.27226 2.13319 1.40318 -0.135 -0.111 0.246 -0.0002
H -1.33339 -3.83017 2.81483 -0.059 0.176 0.178 0.0004
H -2.60777 -4.02183 4.02552 0.052 0.137 -0.010 -0.0001
H -0.93312 -3.80820 4.53307 0.103 0.212 0.130 0.0000
H -2.75413 -2.00915 1.79389 0.110 0.120 0.272 0.0039
H -3.05885 -0.48879 2.69619 0.107 -0.376 0.070 -0.0010
H -3.93605 -1.99357 3.09896 0.226 0.133 0.056 -0.0002
H -1.48954 -1.71668 5.89569 -0.222 0.102 -0.084 -0.0001
H -3.23598 -1.97671 5.54840 0.421 0.178 -0.191 0.0001
H -2.46318 -0.40086 5.16174 0.082 -0.334 0.121 0.0004
H 4.08748 0.03629 2.17993 -0.085 -0.025 0.172 -0.0001
H 4.74651 -1.00360 3.46118 -0.497 0.139 -0.145 0.0000
H 3.98694 0.52316 3.89836 -0.053 0.142 -0.120 0.0000
H 2.59137 -1.93618 1.37634 0.288 0.118 -0.122 0.0110
H 1.56763 -2.76391 2.48955 0.156 0.135 0.231 -0.0012
H 3.32157 -2.92940 2.68546 -0.077 0.249 -0.065 -0.0007
H 2.17015 -0.51488 5.43036 -0.128 -0.317 -0.252 0.0000
H 3.15026 -1.97316 5.18525 -0.116 0.104 -0.133 0.0000
H 1.41113 -2.06949 4.87028 0.144 0.445 -0.029 0.0001
N -3.13558 0.06808 -0.22313 0.157 0.289 -0.338 0.0032
C -2.94394 1.01205 -1.15417 0.317 -0.338 0.153 0.0297
N -1.75951 1.35116 -1.64164 -0.370 -0.107 0.328 -0.0086
C -1.89838 2.44748 -2.51446 0.136 -0.300 0.031 0.0188
C -0.86136 3.14667 -3.12028 -0.018 0.509 -0.309 0.0032
C -1.16019 4.18657 -3.99636 -0.323 -0.404 0.183 0.0017
C -2.47766 4.52230 -4.30710 0.127 -0.290 0.471 0.0007
C -3.52579 3.84568 -3.69018 0.029 0.030 -0.004 -0.0005
C -3.21708 2.82887 -2.78826 -0.211 0.276 -0.146 -0.0077
S -4.32514 1.88681 -1.81587 0.376 -0.083 0.011 -0.0001
H -2.32458 -0.46349 0.14322 -0.159 0.280 -0.094 -0.0241
H -4.06059 -0.25615 -0.01181 -0.077 0.038 -0.031 -0.0003
H 0.17050 2.91505 -2.90678 -0.265 -0.035 -0.013 -0.0007
H -0.35422 4.73527 -4.44932 0.220 0.135 -0.072 0.0000
H -2.66707 5.34266 -4.97761 -0.153 0.088 -0.166 0.0001
H -4.55599 4.12540 -3.90859 0.202 -0.138 0.144 0.0000
N 1.52951 5.68500 -0.84257 0.689 -1.198 -0.330 0.0023
C 2.02865 4.66211 -1.11586 -0.289 0.747 0.129 -0.0008
N 2.65362 3.51749 -1.44347 -0.744 0.289 0.195 0.0091
C 1.88117 2.47528 -1.47549 0.852 0.797 0.171 0.0711
N 1.26610 1.49721 -1.53240 -0.772 -1.390 -0.061 -0.0592
```
Positions in Å, forces in eV/Å.

Results
**2S+1**: 4
**E_HOMO (alpha / beta)**: -0.1928 / -0.1965 Eh
**Molar mass**: 933.0 Da
**Net charge**: -1
**Orbital gap (alpha / beta)**: 7.20 / 7.18 eV

---

no.,E_tot (Ha)
1,-1258.9115
2,-2721.1649
3,-312.2115
4,-5432.1319